(1)
110
Properties=species:S:1:pos:R:3:lowdin_charge:R:1 method="wB97M-V/def2-TZVPD" energy_ev=-128683.706 charge=-1 homo_energy_ev=-5.09 lumo_energy_ev=2.129 fmax_ev_per_a=5.00
C 0.5750 -1.6284 5.7886 -0.104
C 1.6628 -1.5697 4.7508 -0.692
Cl 3.1522 -2.3128 5.2548 0.646
C 1.5418 -1.0088 3.5424 -0.574
Cl 2.9594 -1.0040 2.5179 0.654
C 0.2832 -0.3470 2.9776 -0.479
C 0.2939 1.2257 2.9273 -0.586
I -0.5569 1.9451 4.8119 1.038
C 1.6610 1.9371 2.7742 -0.787
C 1.6085 3.4364 3.1583 -0.301
I 2.3638 1.9767 0.7170 0.890
O -0.9278 -0.6491 3.5755 -0.114
B -1.8348 -1.5773 2.8590 -0.789
C -3.1951 -0.8905 2.1580 -0.084
C -3.4071 0.5756 2.5699 -0.185
C -4.7956 1.2077 2.2313 -0.407
C -5.6384 1.4652 3.5020 -0.076
C -5.6227 0.4177 1.2198 -0.103
C -2.3717 -2.8166 3.7777 -0.032
C -3.4018 -2.4078 4.7888 -0.178
C -3.1732 -1.3564 5.6723 -0.036
C -4.1040 -0.9429 6.6037 -0.097
C -5.3228 -1.5929 6.7047 -0.109
C -5.5688 -2.6378 5.8288 -0.076
C -4.6425 -3.0599 4.8852 -0.225
C -5.0261 -4.2325 4.0071 -0.050
O -0.9673 -1.9643 1.6987 -0.037
C 0.0620 -1.0969 1.5479 -0.575
Cl -0.3966 -0.0006 0.1157 0.543
H 1.0352 -1.7762 6.7661 0.066
H -0.0228 -2.5245 5.6111 0.080
H -0.0501 -0.7465 5.7794 0.005
H -0.3843 1.5852 2.1599 0.041
H 2.4469 1.4997 3.3832 0.053
H 0.6918 3.9169 2.8226 0.060
H 2.4184 3.9286 2.6162 0.016
H 1.8247 3.5903 4.2119 0.036
H -3.0383 -0.8908 1.0746 0.079
H -4.0792 -1.5117 2.3371 0.085
H -2.6724 1.1540 1.9985 0.090
H -3.2023 0.7202 3.6309 0.055
H -4.5948 2.1887 1.7845 0.115
H -5.0348 1.5313 4.4050 0.063
H -6.2199 2.3805 3.3573 0.064
H -6.3699 0.6573 3.6033 0.069
H -6.5557 0.9453 1.0014 0.071
H -5.0764 0.1950 0.3035 0.074
H -5.9031 -0.5384 1.6693 0.067
H -2.7212 -3.5944 3.0988 0.093
H -1.5165 -3.2555 4.3144 0.099
H -2.2375 -0.8119 5.6287 0.080
H -3.8959 -0.1163 7.2738 0.097
H -6.0648 -1.3080 7.4395 0.090
H -6.5275 -3.1442 5.8953 0.099
H -4.6613 -4.0885 2.9923 0.066
H -4.6386 -5.1570 4.4389 0.083
H -6.1142 -4.2914 3.9530 0.069
H 0.8596 -1.7525 1.2087 0.077
O 2.4672 -5.4806 -4.5890 -0.233
P 2.8843 -4.2087 -3.9698 0.464
O 1.6634 -3.1638 -4.0159 -0.174
C 0.2995 -3.5863 -3.9121 -0.271
C -0.2038 -3.4490 -2.4911 -0.067
O 3.9131 -3.5512 -5.0353 -0.197
C 4.4771 -4.3238 -6.0899 -0.295
C 3.7249 -4.0933 -7.3845 -0.078
O 3.7071 -3.5759 -2.7559 -0.166
C 3.2616 -3.7422 -1.3954 -0.251
C 3.0038 -5.1880 -1.0300 -0.080
H 0.1688 -4.6117 -4.2618 0.106
H -0.2750 -2.9412 -4.5782 0.117
H 0.3157 -4.1453 -1.8285 0.064
H -1.2708 -3.6659 -2.4349 0.084
H -0.0340 -2.4416 -2.1089 0.069
H 4.4964 -5.3826 -5.8332 0.103
H 5.5132 -3.9963 -6.1995 0.114
H 2.6588 -4.2787 -7.2529 0.075
H 4.1008 -4.7460 -8.1745 0.073
H 3.8343 -3.0568 -7.7075 0.074
H 2.3785 -3.1223 -1.2252 0.107
H 4.0540 -3.3386 -0.7673 0.121
H 2.2111 -5.6208 -1.6486 0.064
H 2.7010 -5.2672 0.0138 0.086
H 3.9022 -5.7883 -1.1820 0.084
O 3.8528 5.2169 -3.5207 -0.226
P 2.4676 5.5852 -3.8610 0.470
O 2.2773 5.4802 -5.4640 -0.178
C 2.9754 4.5008 -6.2328 -0.279
C 2.1065 3.2908 -6.5147 -0.075
O 2.3969 7.1872 -3.6427 -0.197
C 3.4049 7.8751 -2.9062 -0.290
C 4.4076 8.5180 -3.8421 -0.078
O 0.9457 5.4314 -3.4131 -0.164
C 0.3065 4.1402 -3.4305 -0.252
C 1.0905 3.0829 -2.6855 -0.106
H 3.9003 4.1968 -5.7406 0.107
H 3.2493 4.9823 -7.1733 0.116
H 1.8806 2.7493 -5.5937 0.063
H 2.6157 2.6043 -7.1921 0.079
H 1.1597 3.5904 -6.9660 0.080
H 3.9001 7.2072 -2.2024 0.105
H 2.8961 8.6443 -2.3218 0.115
H 4.8215 7.7834 -4.5330 0.074
H 5.2256 8.9738 -3.2816 0.074
H 3.9248 9.2902 -4.4437 0.073
H 0.1172 3.8456 -4.4657 0.103
H -0.6656 4.2783 -2.9595 0.122
H 2.0762 2.9259 -3.1386 0.069
H 0.5573 2.1322 -2.6950 0.084
H 1.2506 3.3769 -1.6479 0.008



(2)
116
Properties=species:S:1:pos:R:3:lowdin_charge:R:1 method="wB97M-V/def2-TZVPD" energy_ev=-103673.402 charge=0 homo_energy_ev=-9.46 lumo_energy_ev=-1.137 fmax_ev_per_a=5.29
C 2.1825 0.0528 2.4890 -0.082
C 2.8004 0.3115 1.0095 -0.239
N 1.8692 1.1724 0.1762 -0.079
C 0.8333 0.2144 -0.3179 -0.246
C -0.6232 0.8659 -0.5411 -0.221
Si -1.6692 -0.4640 -1.4244 0.550
C -3.5292 -0.0530 -1.6061 -0.286
C -4.1744 0.7879 -0.4046 -0.272
C -3.8196 2.3521 -0.4068 -0.203
C -4.1861 2.9277 1.0506 -0.249
S -2.8053 3.8275 1.8938 0.464
O -3.2768 5.2607 2.0645 -0.415
O -1.4774 3.7137 1.2177 -0.368
Cl -2.5874 2.9962 3.8199 0.352
O -1.3176 -1.9899 -0.6848 -0.364
Si -2.3340 -2.3605 0.6679 0.551
C -1.6578 -1.7957 2.3633 -0.308
C -2.1953 -0.3741 2.8764 -0.186
C -2.4074 -4.3011 0.7542 -0.151
B -1.1053 -4.8944 1.5306 -0.576
O 0.2642 -4.7219 1.1065 0.066
O -1.3014 -5.6290 2.7868 0.041
C 2.6782 1.6046 -1.0014 -0.388
C 3.7564 0.6752 -1.7366 -0.027
O 2.5270 2.7584 -1.4858 0.039
H 1.0568 -0.1575 2.3832 0.047
H 2.6305 -0.8759 2.9773 0.074
H 2.2736 1.0001 3.1103 0.080
H 3.0053 -0.7065 0.4811 0.083
H 3.8209 0.7989 1.1691 0.126
H 0.7394 -0.7416 0.2956 0.107
H 1.1766 -0.1283 -1.3707 0.111
H -1.0857 1.3140 0.3962 0.055
H -0.4703 1.7346 -1.2818 0.101
H -1.1318 -0.5492 -2.8047 -0.001
H -3.6192 0.6136 -2.5475 0.092
H -4.1254 -1.0047 -1.8722 0.081
H -3.9587 0.3871 0.6371 0.065
H -5.3194 0.7185 -0.5357 0.119
H -2.7712 2.6056 -0.7649 0.101
H -4.5467 2.8675 -1.1382 0.126
H -4.5401 2.1129 1.7859 0.105
H -5.0802 3.6440 0.9485 0.121
H -3.7224 -1.9409 0.4465 -0.021
H -2.0139 -2.5700 3.1402 0.049
H -0.5087 -1.8088 2.4422 0.070
H -1.4320 0.0000 3.6580 0.066
H -3.1952 -0.4143 3.4247 0.085
H -2.2466 0.4386 2.0816 0.023
H -2.3714 -4.6799 -0.3294 0.086
H -3.3988 -4.5481 1.2548 0.076
H 0.6105 -3.9935 1.6782 0.099
H -1.3286 -4.8991 3.4595 0.064
H 3.4303 -0.4129 -1.8321 0.052
H 4.7514 0.6919 -1.1599 0.097
H 3.9625 1.0540 -2.8021 0.092
C 2.5013 -3.6763 -2.2850 -0.050
C 3.3143 -3.2298 -1.1067 -0.238
N 3.9586 -2.8790 -0.1846 0.121
H 2.9088 -3.2475 -3.2027 0.051
H 2.5248 -4.7643 -2.3596 0.084
H 1.4660 -3.3501 -2.1677 0.072
C 0.8123 -1.2047 -4.8199 -0.072
C 2.2918 -1.2390 -5.0353 -0.274
N 3.4558 -1.2662 -5.2031 0.134
H 0.4342 -2.2181 -4.6761 0.076
H 0.5824 -0.6096 -3.9357 0.025
H 0.3206 -0.7610 -5.6868 0.085
C -7.3045 -2.8143 -0.7492 -0.057
C -6.4748 -2.3783 0.4183 -0.239
N -5.8225 -2.0357 1.3349 0.125
H -6.9197 -2.3652 -1.6660 0.073
H -7.2704 -3.9007 -0.8428 0.082
H -8.3395 -2.5012 -0.6059 0.080
C -2.5810 5.8586 6.4230 -0.071
C -1.7594 6.2999 7.5943 -0.244
N -1.1134 6.6466 8.5135 0.116
H -2.1767 6.2855 5.5040 0.078
H -2.5642 4.7707 6.3474 0.048
H -3.6127 6.1909 6.5465 0.080
C -0.7699 3.7594 10.6108 -0.081
C -0.1901 2.3909 10.7957 -0.262
N 0.2649 1.3165 10.9407 0.100
H -1.8542 3.6929 10.5124 0.075
H -0.5282 4.3845 11.4715 0.079
H -0.3583 4.2187 9.7111 0.053
C 4.6650 -3.9533 -7.7993 -0.099
C 3.3418 -3.8096 -7.1146 -0.246
N 2.3040 -3.6969 -6.5757 0.119
H 5.1242 -4.9035 -7.5253 0.075
H 4.5298 -3.9222 -8.8812 0.081
H 5.3258 -3.1403 -7.5003 0.028
C 1.1815 -2.3763 5.8588 -0.048
C -0.2217 -2.7553 5.5000 -0.208
N -1.3244 -3.0521 5.2181 0.141
H 1.8773 -3.1213 5.4700 0.083
H 1.4239 -1.4029 5.4292 0.069
H 1.2851 -2.3232 6.9435 0.084
C 4.6827 -0.2012 -8.2993 -0.077
C 5.9888 -0.2872 -9.0289 -0.255
N 7.0182 -0.3503 -9.6089 0.106
H 4.7146 -0.8247 -7.4045 0.028
H 4.4883 0.8315 -8.0064 0.078
H 3.8738 -0.5465 -8.9449 0.080
C 10.0008 -2.8683 -7.7566 -0.061
C 8.6009 -3.2283 -8.1440 -0.218
N 7.4980 -3.5208 -8.4470 0.137
H 10.6940 -3.6245 -8.1274 0.078
H 10.2658 -1.9004 -8.1847 0.080
H 10.0818 -2.8120 -6.6702 0.078
C -4.5236 8.5404 2.3872 -0.071
C -5.7532 9.3664 2.1673 -0.259
N -6.7187 10.0145 1.9948 0.104
H -4.7064 7.5114 2.0741 0.056
H -3.6945 8.9470 1.8065 0.081
H -4.2553 8.5484 3.4444 0.074



(3)
109
Properties=species:S:1:pos:R:3:lowdin_spin:R:1 method="wB97M-V/def2-TZVPD" s2=8.7548 energy_ev=-172928.599 multiplicity=6 charge=+1 homo_energy_ev="-9.31 / -9.31" lumo_energy_ev="-1.521 / -1.533" fmax_ev_per_a=3.57
Mn -12.2666 13.6478 -8.7584 4.688
C -16.1871 21.1272 -7.9081 0.000
Sb -16.3731 18.9887 -7.8623 0.000
C -16.8932 18.7361 -5.7613 0.000
C -18.2997 18.7965 -8.7661 0.000
C -19.4776 18.4979 -7.9047 0.000
C -20.1040 19.6500 -7.3164 0.000
C -21.2676 19.5139 -6.5929 0.000
C -21.8741 18.2896 -6.4866 0.000
C -21.3350 17.1641 -7.1100 0.000
C -20.1228 17.2792 -7.8016 0.000
C -19.5830 16.1015 -8.4488 0.001
Sb -17.5867 15.4203 -7.8940 0.002
C -17.5744 13.6669 -9.1387 0.000
C -17.9679 14.3584 -6.1395 0.000
H -17.1195 21.6997 -7.7427 0.000
H -15.7509 21.4682 -8.8451 0.000
H -15.4245 21.4000 -7.1691 0.000
H -17.8505 18.2406 -5.6258 0.000
H -16.8740 19.6413 -5.2122 0.000
H -16.1359 18.0276 -5.4199 0.000
H -18.1866 17.9044 -9.4215 0.000
H -18.4916 19.7216 -9.4128 0.000
H -19.7836 20.6642 -7.5153 0.000
H -21.6022 20.4779 -6.1646 0.000
H -22.7343 18.1878 -5.8066 0.000
H -21.7232 16.2375 -6.9252 0.000
H -19.4753 16.2207 -9.5560 0.000
H -20.2703 15.2208 -8.4669 0.000
H -18.0444 12.8555 -8.5961 0.000
H -16.5609 13.4743 -9.4378 0.000
H -18.1084 13.8368 -10.0933 0.000
H -19.0078 14.0796 -5.9818 0.000
H -17.7559 15.0755 -5.3047 0.000
H -17.3275 13.4942 -5.9772 0.000
C -11.2390 15.6639 -5.9800 0.003
N -11.7553 14.5023 -5.2528 0.002
C -12.8445 14.6943 -4.3308 0.001
C -13.9430 13.6713 -4.6839 0.002
N -13.0875 12.7538 -5.4871 0.004
C -13.7104 11.6324 -6.1614 0.002
C -11.9647 13.3128 -5.8961 0.014
N -11.1648 12.8727 -6.9163 0.035
C -9.7411 13.0611 -6.9278 0.004
C -9.3558 12.8070 -8.3967 0.004
N -10.0274 13.8544 -9.2147 0.028
C -9.3835 14.3112 -10.2255 0.010
N -8.4358 13.6506 -10.9842 0.003
C -8.6873 12.2625 -11.3451 0.000
C -8.0560 14.4974 -12.1064 0.000
C -8.5163 15.8889 -11.6984 0.000
N -9.5943 15.5551 -10.7705 0.004
C -10.3422 16.5966 -10.1235 0.002
H -12.0370 16.2799 -6.2002 0.000
H -10.7149 15.4301 -6.9075 0.002
H -10.5107 16.2560 -5.4247 0.000
H -13.2998 15.6959 -4.2696 0.000
H -12.3998 14.5414 -3.3058 0.000
H -14.7380 14.0535 -5.2873 0.001
H -14.4071 13.1181 -3.8791 0.000
H -14.2491 11.0778 -5.3576 0.000
H -12.9791 10.9908 -6.6051 0.000
H -14.4747 11.9047 -6.9408 0.000
H -9.2350 12.5102 -6.1401 0.000
H -9.3650 14.0647 -6.8735 0.000
H -9.7602 11.7460 -8.6563 0.000
H -8.2763 12.8667 -8.4682 0.000
H -9.3038 12.2364 -12.2442 0.000
H -9.1281 11.6830 -10.5827 0.000
H -7.7548 11.8409 -11.6230 0.000
H -8.5069 14.1554 -13.0310 0.000
H -6.9541 14.4083 -12.3165 0.000
H -9.0009 16.5098 -12.4561 0.000
H -7.7718 16.4308 -11.1416 0.000
H -9.8383 17.4807 -10.4285 0.000
H -10.4649 16.5265 -9.0021 0.001
H -11.3680 16.6545 -10.4616 0.000
C -14.6398 16.1767 -10.7691 0.001
N -14.4598 15.1567 -11.7740 0.005
C -15.4696 15.1257 -12.8228 0.001
C -13.4656 14.2708 -11.6913 0.009
C -13.3024 13.2226 -12.8204 0.001
O -12.6131 14.3350 -10.8057 0.039
H -15.1359 15.8869 -9.8551 0.001
H -15.0955 17.0645 -11.2565 0.000
H -13.7154 16.5984 -10.3927 0.000
H -15.1271 14.5540 -13.6780 0.000
H -15.7059 16.1651 -13.1224 0.000
H -16.3816 14.6471 -12.4072 0.000
H -12.3485 12.7086 -12.7629 0.000
H -13.4053 13.6620 -13.7939 0.000
H -14.1322 12.4697 -12.7405 0.001
Cl -13.9946 14.7283 -7.7284 0.083
C -16.4013 10.1327 -10.0377 0.001
N -15.3378 9.3997 -9.3779 0.003
C -15.4606 8.1736 -8.7649 0.001
C -14.2922 7.9061 -8.2071 0.001
N -13.4135 8.9938 -8.5056 0.003
C -11.9854 9.1169 -8.0953 0.000
C -14.0727 9.8340 -9.2757 0.008
Se -13.3829 11.3451 -10.0636 0.027
H -17.3123 9.5631 -9.9185 0.000
H -16.1996 10.4299 -11.0768 0.000
H -16.5585 11.1184 -9.5944 0.000
H -16.3190 7.5763 -8.7666 0.000
H -14.0419 7.0773 -7.6118 0.000
H -11.7962 8.6820 -7.1134 0.000
H -11.7948 10.1935 -8.1161 0.000
H -11.3584 8.5760 -8.7754 0.000



(4)
115
Properties=species:S:1:pos:R:3:lowdin_charge:R:1 method="wB97M-V/def2-TZVPD" energy_ev=-131021.726 charge=+1 homo_energy_ev=-11.15 lumo_energy_ev=-1.722 fmax_ev_per_a=13.38
C 0.9638 -0.2134 1.6468 0.057
C 1.1044 -1.8147 1.7360 -0.255
O 1.4547 -2.3792 2.7728 0.109
N 0.6430 -2.6619 0.5141 0.123
H 0.6830 -3.5694 0.7570 0.118
H -0.3320 -2.4408 0.3540 0.079
C 1.3199 -2.1897 -0.8136 0.064
H 1.1447 -0.0617 0.7426 -0.052
H 1.6725 0.2205 2.3220 0.058
H -0.1784 0.0130 1.7011 0.156
H 2.3274 -2.3907 -0.4818 0.095
H 0.9212 -1.1737 -1.1957 0.120
H 0.9737 -2.8322 -1.6030 0.077
F 5.5825 -0.2085 2.5186 0.083
C 5.1718 -0.3685 1.2745 -0.262
C 5.8892 -1.2757 0.4406 0.059
C 5.4509 -1.2906 -0.9459 -0.039
C 4.5516 -0.3392 -1.4664 -0.097
C 3.8985 0.4564 -0.5580 -0.124
C 4.1895 0.5439 0.8000 0.006
H 6.6660 -1.7669 0.8036 0.060
H 5.8674 -1.7054 -1.7349 0.044
H 4.1183 -0.2643 -2.5461 0.131
H 3.1780 1.0528 -1.0821 0.071
H 3.8468 1.3549 1.3693 0.091
C 1.0038 -1.9781 -7.6270 -0.184
C 2.2630 -2.2972 -7.0639 -0.273
C 2.2995 -2.1496 -5.6783 -0.228
S 0.7200 -2.7323 -5.1032 0.752
O 0.0545 -1.9766 -4.0470 -0.341
O 0.9112 -4.1495 -4.6923 -0.336
C -0.1050 -2.5768 -6.6741 -0.139
H 0.9413 -2.3165 -8.5349 0.086
H 0.9221 -1.0722 -7.5715 0.038
H 3.0458 -1.8190 -7.7163 0.168
H 2.3167 -3.4183 -7.3297 0.170
H 2.4581 -1.2501 -5.3539 0.055
H 2.9825 -2.8009 -5.2179 0.114
H -0.8861 -1.9645 -6.5525 0.050
H -0.5954 -3.4634 -7.0567 0.121
C -4.0287 0.4648 -2.0449 -0.168
C -4.0941 -0.5991 -3.0352 -0.232
C -3.1340 -1.5648 -2.6906 -0.194
S -3.0584 -1.5821 -0.8957 0.649
O -1.9110 -2.0176 -0.3702 -0.263
O -4.3127 -2.1103 -0.3840 -0.262
C -3.1282 0.1518 -0.8159 -0.182
H -5.0176 0.9114 -1.4419 0.198
H -3.4919 1.2830 -2.4377 0.087
H -3.9878 -0.5832 -4.0108 0.099
H -4.9851 -0.8108 -2.7706 0.069
H -2.1892 -1.5636 -3.2070 0.104
H -3.5475 -2.4398 -2.5612 0.049
H -2.1733 0.6118 -1.0910 0.108
H -3.4628 0.5210 -0.0874 -0.013
C -0.8050 2.9996 -4.6115 -0.172
C -0.2884 3.8895 -3.4684 -0.257
C 0.9455 3.3551 -3.0576 -0.254
S 0.8266 1.5685 -3.0367 0.638
O 0.2920 1.2694 -1.7622 -0.298
O 2.0213 0.9724 -3.4222 -0.294
C -0.4474 1.5063 -4.3503 -0.183
H -0.3286 3.1526 -5.5539 0.085
H -2.0348 3.0698 -4.9529 0.190
H -1.1575 3.8431 -2.8199 0.116
H -0.3906 4.9584 -3.5830 0.134
H 1.2049 3.7013 -2.1303 0.055
H 1.8653 3.6565 -3.6031 0.143
H -1.1169 0.7819 -4.0604 0.056
H -0.1810 1.1021 -5.2094 0.041
C 1.0253 5.1800 2.3859 -0.194
C 1.9530 4.0731 1.7711 -0.226
C 1.1577 3.2503 0.9116 -0.301
S -0.3457 4.0286 0.5338 0.682
O -1.3358 2.9754 0.3217 -0.324
O -0.1237 5.0588 -0.4772 -0.305
C -0.4722 4.8635 2.0753 -0.216
H 1.4722 6.1022 2.2086 0.088
H 1.0609 5.4339 3.4186 0.092
H 2.5024 3.5279 2.6926 0.149
H 2.7733 4.5135 1.2312 0.107
H 1.0018 2.3581 1.4810 0.076
H 1.8410 2.8567 0.1612 0.111
H -0.9621 4.2367 2.9475 0.143
H -1.1321 5.8041 2.0352 0.138
C -4.8640 -4.2007 3.8298 -0.078
C -4.4479 -3.0526 4.9573 -0.175
C -3.1600 -2.6856 4.5587 -0.348
S -2.9568 -2.5387 2.8908 0.683
O -1.7041 -3.2022 2.5273 -0.322
O -3.1780 -1.1627 2.4064 -0.314
C -4.3217 -3.5245 2.4765 -0.223
H -5.9792 -4.0861 3.7810 0.131
H -4.4270 -4.9935 3.9496 0.004
H -4.5663 -3.5009 5.9764 0.127
H -5.3016 -2.1423 4.9545 0.183
H -2.6038 -3.3838 4.7774 0.027
H -2.5225 -1.8886 4.9502 0.138
H -4.0833 -4.2809 1.7586 0.097
H -5.1872 -2.9094 2.0580 0.131
C 0.3852 1.3425 7.3523 -0.164
C 1.0897 -0.0039 7.0171 -0.280
C 0.8547 -0.2588 5.6340 -0.255
S 0.7845 1.3499 4.8452 0.621
O -0.4714 1.4635 4.1508 -0.307
O 2.0113 1.6600 4.1869 -0.314
C 0.7191 2.3301 6.2178 -0.254
H 0.6172 1.6131 8.5025 0.170
H -0.6762 0.9759 7.1989 0.127
H 0.8526 -0.9207 7.5715 0.134
H 2.1100 0.1546 7.3279 0.117
H -0.1193 -0.6943 5.5131 0.092
H 1.5605 -1.0538 5.1591 0.154
H 0.2373 3.3374 5.9302 0.161
H 1.6088 2.7657 6.2014 0.046



no.,molar mass (g mol⁻¹)
1,1048.75
2,842.43
3,1012.78
4,891.24